Below is a 2-piece molecular cluster, C3H10N2P overall in a non-equilibrium geometry, with properties calculated with ωB97M-V/def2-TZVPD.

Properties
**Total charge**: +1
**Multiplicity**: 1
**Molecular weight**: 105.10 g/mol
**Relative energy (zero: lowest compared OMol25 entry of this formula, charge and spin)**: 64.34 kcal per mole
**Frontier orbital gap**: 8.1 eV
**LUMO**: -5.73 eV

```
16
Properties=species:S:1:pos:R:3:forces:R:3
C 0.234694 -0.192030 -0.539252 1.086 -2.124 2.293
P -3.149576 -0.304019 0.273196 3.368 -0.200 -0.967
H -2.883972 -1.271638 -0.736748 -0.635 0.283 -0.347
H 0.247535 -1.051950 -1.200951 0.325 0.182 -0.242
H 3.264350 -0.279654 0.293074 -0.395 -0.740 -0.009
H -2.338418 -1.210714 0.987019 -0.291 0.073 0.836
H 2.508770 -1.487678 1.288599 -0.320 -1.193 2.352
H 1.115076 0.641285 1.072346 -0.236 -0.271 -0.912
H 2.282934 -1.632183 -0.473458 0.589 0.470 1.082
C -0.920924 0.575395 -0.441257 -3.435 1.972 -0.870
H -0.374676 2.443762 -0.583523 -0.315 -0.023 1.494
N -0.690544 1.863510 0.233717 0.283 -0.210 -1.546
H -1.320654 0.690654 -1.471394 -0.023 -0.087 0.476
C 2.389480 -0.956778 0.422185 0.055 1.839 -4.421
N 1.207546 -0.075204 0.326730 -0.149 -0.131 0.758
H -1.571622 2.247235 0.549710 0.091 0.161 0.023
```
Positions in Å, forces in eV/Å.


Below is C10H16Cl3FOZr as an isolated structure in a non-equilibrium geometry, with properties calculated with ωB97M-V/def2-TZVPD.

Properties
**Total charge**: -2
**Multiplicity**: 1
**Molecular weight**: 368.82 g/mol
**Frontier orbital gap**: 4.4 eV
**LUMO**: 5.37 eV

```
32
Properties=species:S:1:pos:R:3:forces:R:3
H -2.182056 -1.935532 -1.907689 -0.715 0.618 -1.071
C 0.687532 -2.492794 -2.683828 0.036 -0.340 0.008
Cl 0.897980 -1.886707 0.704406 1.250 1.185 1.223
H 0.581515 3.201162 -1.323397 0.049 0.111 0.231
C 0.684943 1.154275 -1.891307 -0.156 -1.343 -0.401
Cl -2.963268 0.128420 0.655234 -0.672 0.256 0.564
C -0.862267 -0.455166 -2.327379 1.832 1.051 0.230
H -1.995619 -1.553459 -3.662787 -0.564 0.042 -0.051
H -2.719931 1.459793 -1.559785 0.264 0.221 0.041
Zr -0.837422 -0.406907 1.572022 1.759 -0.851 -2.827
Cl -1.590066 -2.921006 -0.001570 -1.398 -0.205 1.057
H 1.692203 -2.720922 -2.288158 -0.353 -0.381 -0.173
H 3.345490 0.486662 -1.610108 0.272 -0.169 -0.149
H -1.558234 2.817938 -1.453917 -0.065 -0.212 0.044
H 3.027887 -1.275476 -1.604494 0.241 0.195 0.026
H 0.683359 -2.683224 -3.774741 0.031 -0.300 0.185
C 2.828254 -0.329697 -2.129864 0.308 -0.033 0.096
H 1.579496 2.908110 -2.727210 0.153 0.222 -0.175
H 3.216103 -0.443296 -3.157448 0.290 0.131 0.174
F -0.817630 -0.764737 3.481380 -0.250 0.203 -0.028
C 1.277220 2.482754 -1.763210 0.445 0.360 0.089
C -1.793277 1.877768 -1.975765 -0.668 0.637 -0.255
H 2.174740 2.389665 -1.157445 0.410 0.489 0.297
C -0.695943 0.908210 -1.996831 0.870 -1.317 0.105
H -0.079710 -3.110103 -2.180404 0.500 -0.028 -0.299
C 0.418241 -1.073779 -2.407465 -0.735 1.915 0.236
H -2.993733 -0.443375 -2.590634 0.315 -0.346 -0.191
H 0.576879 2.119526 0.927743 -1.486 -2.543 0.560
C -2.107768 -1.100066 -2.664694 -0.966 -1.756 0.588
O 0.060803 1.304349 1.254041 0.699 1.351 0.351
C 1.378207 -0.073427 -2.135844 -1.388 0.419 -0.178
H -2.023728 2.139642 -3.011055 -0.307 0.417 -0.306
```
Positions in Å, forces in eV/Å.


Below is C19H18Br2N2S4SbV as an isolated structure in a non-equilibrium geometry, with properties calculated with ωB97M-V/def2-TZVPD.

Properties
**Total charge**: -1
**Multiplicity**: 4
**Molecular weight**: 735.15 g/mol
**Relative energy (zero: lowest compared OMol25 entry of this formula, charge and spin)**: 56.52 kcal per mole
**Frontier orbital gap (alpha / beta)**: 5.1 / 4.5 eV
**LUMO (alpha / beta)**: 1.72 / 1.09 eV
**<S²>**: 3.7979

```
47
Properties=species:S:1:pos:R:3:forces:R:3
C 0.421042 -1.562324 2.351277 -0.074 -0.159 -0.054
H 2.383350 -0.867526 -0.525999 -0.002 -0.001 0.001
C -0.908208 3.265947 -1.917729 0.126 0.014 -0.066
N 0.185932 -1.514123 1.014730 0.509 -0.907 0.772
H 1.024456 2.625946 3.607755 0.123 0.005 -0.011
H 3.483218 0.141229 0.410401 -0.002 -0.014 0.006
C -0.251991 -3.167245 -3.379163 0.014 0.018 0.084
H 1.001661 -2.686514 4.062055 -0.034 -0.010 0.005
H -0.721352 2.285497 3.386360 0.246 0.054 -0.020
H -1.033253 0.072321 -2.888148 -0.011 0.018 0.023
H -0.116063 3.882424 3.064722 -0.019 -0.045 0.013
C 0.332830 -2.667373 0.279536 -0.073 0.058 -0.280
Br 1.436283 -5.482241 3.102694 0.031 -0.038 0.034
C -0.142164 2.628010 -0.795941 -0.033 -0.150 -0.055
S -3.465095 4.628246 -0.192330 -0.263 -0.101 0.153
S -2.753924 -0.727638 0.693881 -0.167 -0.291 0.042
C 0.381550 2.429986 1.568770 -0.034 -0.035 0.120
C 0.088113 -3.491354 -2.097237 0.048 -0.116 -0.008
Br -0.188535 -4.485838 -4.727270 0.013 -0.052 -0.064
C 0.811304 -2.694971 2.999900 0.046 0.062 0.027
S -2.901667 2.521918 2.819951 -0.712 -0.059 -0.175
Sb -4.171217 2.710345 0.902879 0.001 0.431 0.177
C 0.019230 -2.495627 -1.110413 0.062 0.013 0.309
N -0.389851 -1.230326 -1.423979 0.356 -1.071 -1.538
C -0.650312 -1.864625 -3.712999 0.038 0.050 -0.062
C -0.701995 -0.940476 -2.702639 -0.037 -0.186 0.098
H 0.789478 -4.779640 0.314334 0.012 0.001 0.016
H -1.747423 2.636964 -2.220914 0.006 0.022 -0.025
V -0.684343 -0.044291 0.077116 -1.030 3.001 0.620
C 0.144419 2.827332 2.994879 0.383 0.003 0.017
C 0.946695 -3.877085 2.236887 -0.007 -0.036 -0.089
C 2.744610 0.155178 -0.390559 -0.061 -0.029 -0.023
C 1.376630 1.500471 1.253367 0.079 0.042 -0.054
C -0.381717 2.977935 0.533452 0.046 -0.032 0.078
C 0.841831 1.668550 -1.077776 0.018 0.000 0.080
C 1.621327 1.105618 -0.062252 0.328 0.110 0.078
H -1.350335 4.208229 -1.600149 0.024 -0.042 -0.013
H -0.911009 -1.594225 -4.724331 -0.017 -0.005 0.004
S -2.805543 0.813530 -0.670147 -0.009 -0.354 -0.127
H -1.178258 3.684384 0.755886 0.076 0.006 -0.013
H 3.243172 0.453043 -1.313542 0.009 -0.002 0.001
H 1.072624 1.427742 -2.110447 -0.064 -0.045 -0.013
H -0.259726 3.418548 -2.783572 0.026 -0.022 -0.019
H 2.002071 1.109133 2.049060 -0.019 -0.061 -0.009
C 0.706453 -3.871934 0.894812 0.058 -0.073 -0.002
H 0.255838 -0.639702 2.894469 0.000 0.023 -0.018
H 0.399861 -4.493450 -1.841636 -0.014 0.002 -0.019
```
Positions in Å, forces in eV/Å.